(1)
Here is a molecular structure, C22H15N5O5Re from the Open Molecules 2025 dataset. Energies are from ωB97M-V/def2-TZVPD.

Element x y z (Å)
Re 0.0472 -0.0371 0.2989
O -4.2019 2.6342 3.6970
C -3.2797 2.0008 3.0028
C -2.7294 0.7620 3.3913
C -1.7814 0.2033 2.5777
N -1.3908 0.8169 1.4549
C -1.8995 1.9964 1.0634
C -2.8508 2.6281 1.8123
C -1.3086 2.4704 -0.2528
O -1.5849 3.5063 -0.7607
O -0.3856 1.5992 -0.7379
C -1.0520 -1.1115 2.7857
O -1.1848 -1.7871 3.7531
O -0.1626 -1.3486 1.7936
H -4.4684 2.1652 4.5009
H -3.0327 0.2511 4.2969
H -3.2688 3.5771 1.5039
N 1.6794 0.7964 1.4686
C 2.9563 0.6842 0.7509
C 4.1240 1.1861 1.2459
C 5.3157 1.0536 0.5039
C 5.3072 0.4319 -0.7121
C 4.1035 -0.0890 -1.2433
C 4.0182 -0.7160 -2.5055
C 2.8096 -1.1712 -2.9602
C 1.6796 -1.0211 -2.1541
N 1.7179 -0.4516 -0.9557
C 2.9198 0.0344 -0.4938
H 1.7242 0.2454 2.3288
H 1.5407 1.7671 1.7508
H 4.1426 1.6898 2.2052
H 6.2347 1.4540 0.9077
H 6.2183 0.3344 -1.2876
H 4.9125 -0.8255 -3.1063
H 2.7085 -1.6438 -3.9259
H 0.7166 -1.3771 -2.4942
N -4.3637 -0.1940 -4.4220
C -3.7509 -0.7235 -3.6095
C -2.9725 -1.3709 -2.5919
C -3.1009 -2.7323 -2.3244
C -2.3169 -3.2913 -1.3276
C -1.4460 -2.4876 -0.6241
N -1.3215 -1.1666 -0.8861
C -2.0698 -0.6187 -1.8590
H -3.8018 -3.3328 -2.8891
H -2.3840 -4.3423 -1.0860
H -0.8395 -2.8812 0.1805
H -1.9268 0.4325 -2.0648

Values from the calculation:
Electronic energy ... -42863.2897 eV
2S+1 ... 4
LUMO energy (spin up / spin down) ... -6.7 / -8.3 eV
Relative energy (zero: lowest compared OMol25 entry of this formula, charge and spin) ... 0.0 kJ/mol
<S²> ... 3.770
Gap between HOMO and LUMO (spin up / spin down) ... 8.5 / 7.3 eV
Charge ... +2



(2)
Here is 2 unconnected molecules or ions with the total composition C5H8FI in a non-equilibrium geometry from the Open Molecules 2025 dataset. Energies are from ωB97M-V/def2-TZVPD.

Element x y z (Å)
C 0.5655 0.0715 2.9035
C -0.9337 0.2108 0.1262
C 1.2176 -0.1905 -1.3551
C -1.4195 -0.8317 -0.8261
C -0.2851 0.2791 -1.2057
F -1.6639 1.2981 0.6174
I 1.2116 2.1312 2.6712
H 1.1120 -0.6420 2.2765
H 1.4281 -0.4498 -2.3786
H 1.4571 -1.0575 -0.7713
H 1.7827 0.6358 -1.0426
H -2.2652 -0.6636 -1.4479
H -1.0954 -1.8855 -0.8070
H -0.4425 -0.0153 3.1118
H -0.6691 1.1093 -1.8723

Values from the calculation:
Electronic energy ... -16127.1478 eV
2S+1 ... 1
LUMO energy (spin up / spin down) ... -0.3 / -0.3 eV
Relative energy (zero: lowest compared OMol25 entry of this formula, charge and spin) ... 424.5 kJ/mol
Gap between HOMO and LUMO (spin up / spin down) ... 8.2 / 8.4 eV



(3)
Here is a molecular structure, C22H18Cl3N5O2RuS from the Open Molecules 2025 dataset. Energies are from ωB97M-V/def2-TZVPD.

Element x y z (Å)
Ru -0.3418 0.1975 -0.8481
C -0.6645 0.2842 3.5738
C -0.9913 0.1682 2.2159
N -0.0784 0.2492 1.2654
C 1.2158 0.4485 1.6196
C 1.6319 0.5704 2.9463
C 0.6407 0.4836 3.9414
C 3.0262 0.7708 3.2251
C 3.9313 0.8361 2.2252
C 3.5247 0.7124 0.8533
C 4.4174 0.7638 -0.2324
C 3.9369 0.6287 -1.5085
C 2.5637 0.4496 -1.7142
N 1.7084 0.4062 -0.7081
C 2.1728 0.5273 0.5620
H -1.4522 0.2121 4.3098
H -2.0116 -0.0007 1.9022
H 0.9187 0.5757 4.9837
H 3.3364 0.8649 4.2577
H 4.9818 0.9831 2.4395
H 5.4749 0.9068 -0.0489
H 4.5955 0.6605 -2.3642
H 2.1392 0.3495 -2.7037
S -0.4904 0.7920 -3.1634
C -0.5841 2.3502 -2.4094
C -0.7656 3.6092 -2.9825
C -0.8309 4.7010 -2.1455
C -0.7159 4.5444 -0.7596
C -0.5344 3.2801 -0.2566
N -0.4666 2.2227 -1.0747
H -0.8635 3.7021 -4.0544
H -0.9791 5.6883 -2.5629
H -0.7742 5.3905 -0.0915
H -0.4479 3.0820 0.8040
C -0.3799 -4.8442 0.2506
N -0.6693 -4.0861 -0.9657
C -1.7661 -4.5496 -1.8201
C -0.2167 -2.8827 -1.1071
N 0.1708 -1.7974 -1.2392
H -0.1440 -5.8724 -0.0186
H -1.2461 -4.8310 0.9137
H 0.4737 -4.4054 0.7599
H -1.5562 -5.5662 -2.1486
H -1.8497 -3.9003 -2.6870
H -2.7028 -4.5222 -1.2626
Cl -5.0364 -2.2372 -0.7672
C -4.4867 -0.6294 -0.2816
Cl -4.8246 -0.3781 1.4527
Cl -5.3173 0.5941 -1.2260
C -2.9474 -0.5454 -0.4259
O -2.2555 -1.4782 -0.0171
O -2.4699 0.5212 -0.9062

Values from the calculation:
Electronic energy ... -85633.0967 eV
2S+1 ... 2
LUMO energy (spin up / spin down) ... -3.4 / -3.8 eV
Relative energy (zero: lowest compared OMol25 entry of this formula, charge and spin) ... 42.9 kJ/mol
<S²> ... 0.755
Gap between HOMO and LUMO (spin up / spin down) ... 7.1 / 6.7 eV
Charge ... +1



(4)
Here is 4 unconnected molecules or ions with the total composition C29H70FN3O6Si in a non-equilibrium geometry from the Open Molecules 2025 dataset. Energies are from ωB97M-V/def2-TZVPD.

Element x y z (Å)
C 1.5487 -1.4735 6.6878
C 1.3195 -0.9022 5.2879
C 0.5145 -1.8603 4.4137
C -0.5730 -1.1683 3.6008
O -0.1491 0.1229 3.1628
Si -0.8811 0.6884 1.7750
C -0.6643 -0.4892 0.3238
C -1.2238 0.1833 -0.9519
C -0.7029 -0.5811 -2.2034
C 0.2029 0.3366 -3.0251
C 0.3644 -0.1482 -4.4739
O 0.2285 0.9026 -5.4164
C 1.4464 1.2467 -6.0587
C 1.1359 2.3196 -7.0641
C -2.7308 1.0613 2.0515
O -3.0157 0.8965 3.4332
C -4.1547 1.6042 3.8710
C -3.9565 3.1144 3.8914
C 0.0814 2.2896 1.3454
F -0.7765 3.3828 1.1297
C 1.1205 2.6594 2.3821
C 0.5106 3.1486 3.6924
H 2.2841 -0.8776 7.2128
H 1.8570 -2.5101 6.6311
H 0.6010 -1.4385 7.2125
H 0.8064 0.0458 5.3978
H 2.2689 -0.6889 4.8065
H 1.1880 -2.4270 3.7739
H -0.0021 -2.5837 5.0392
H -0.8560 -1.8200 2.7750
H -1.4245 -1.0325 4.2620
H -1.2156 -1.4104 0.4900
H 0.3933 -0.7170 0.2254
H -0.8832 1.2112 -1.0028
H -2.3066 0.1771 -0.9113
H -1.5484 -0.9099 -2.7937
H -0.1355 -1.4419 -1.8729
H 1.1766 0.3758 -2.5420
H -0.1864 1.3459 -3.0451
H 1.3146 -0.6663 -4.5924
H -0.4107 -0.8874 -4.6656
H 2.1933 1.5662 -5.3320
H 1.8523 0.3740 -6.5754
H 0.4197 1.9164 -7.7732
H 0.6701 3.1670 -6.5768
H 2.0273 2.6439 -7.5888
H -2.9014 2.0812 1.7036
H -3.3531 0.4153 1.4278
H -5.0528 1.3383 3.3091
H -4.3214 1.2864 4.8963
H -4.6338 3.5805 4.5939
H -4.1317 3.5100 2.8975
H -2.9288 3.3413 4.1451
H 0.6239 2.0984 0.4188
H 1.7963 1.8250 2.5337
H 1.7131 3.4699 1.9572
H 0.3441 2.3199 4.3669
H 1.2042 3.8229 4.1804
H -0.4156 3.6720 3.5033
C -6.3242 3.2987 -3.5293
O -5.7480 2.4745 -4.5243
C -4.4614 2.8652 -4.9662
C -3.3037 2.4447 -4.0506
C -3.1787 3.2803 -2.7791
N -3.3776 1.0282 -3.6806
H -6.0559 4.3494 -3.6722
H -6.0339 2.9781 -2.5261
H -7.4069 3.2024 -3.6100
H -4.3259 2.3674 -5.9297
H -4.4394 3.9463 -5.1591
H -2.3830 2.5881 -4.6245
H -3.9114 2.9923 -2.0252
H -2.1932 3.1400 -2.3338
H -3.3032 4.3443 -2.9898
H -3.3353 0.4634 -4.5251
H -4.3096 0.8521 -3.3120
C 0.4447 -5.8506 6.2268
O 0.0662 -4.6622 6.8954
C -0.9997 -4.7948 7.8156
C -0.6061 -5.3614 9.1872
C -0.3510 -6.8658 9.1907
N 0.5613 -4.6786 9.7530
H -0.4181 -6.4915 6.0241
H 1.1937 -6.4074 6.7943
H 0.8951 -5.5618 5.2767
H -1.3743 -3.7788 7.9671
H -1.8186 -5.3731 7.3664
H -1.4538 -5.1756 9.8535
H 0.6272 -7.1155 8.7813
H -0.3750 -7.2458 10.2116
H -1.1108 -7.3983 8.6150
H 0.3495 -3.6915 9.8697
H 1.2994 -4.6950 9.0534
C 5.2052 0.4321 -5.4052
O 4.7576 1.1402 -6.5458
C 5.7635 1.4857 -7.4790
C 6.1850 0.3547 -8.4281
C 7.0772 -0.7013 -7.7824
N 5.0322 -0.3088 -9.0451
H 6.1988 0.7624 -5.0899
H 5.2124 -0.6460 -5.5810
H 4.4998 0.6316 -4.5976
H 5.3302 2.2873 -8.0830
H 6.6320 1.9122 -6.9592
H 6.7653 0.8227 -9.2288
H 6.5076 -1.3980 -7.1684
H 7.5756 -1.2898 -8.5521
H 7.8466 -0.2424 -7.1581
H 4.5016 0.3704 -9.5836
H 4.3993 -0.5881 -8.2994

Values from the calculation:
Electronic energy ... -58557.4108 eV
2S+1 ... 1
LUMO energy ... 0.7 eV
SMILES ... CCCCO[Si@@](CCCCCOCC)(COCC)[C@@H](F)CC.COC[C@@H](C)N.COC[C@@H](C)N.COC[C@@H](C)N
Gap between HOMO and LUMO ... 9.9 eV



(5)
Here is C6H12O in the gas phase from the Open Molecules 2025 dataset. Energies are from ωB97M-V/def2-TZVPD.

Element x y z (Å)
C -1.3133 -0.9302 -2.3197
C -0.1091 -0.5042 -1.4998
O -0.4973 0.5637 -0.6537
C 0.5743 1.0766 0.0708
C 0.2549 1.7503 1.3617
C 0.9909 0.4306 1.3692
C 0.2869 -0.8019 1.8879
H -1.5454 -0.1811 -3.0822
H -2.1884 -1.0440 -1.6727
H -1.1252 -1.8889 -2.8140
H 0.7075 -0.1751 -2.1630
H 0.2757 -1.3391 -0.8945
H 1.3629 1.5057 -0.5529
H -0.7889 1.7233 1.6648
H 0.7831 2.6624 1.6245
H 2.0555 0.4803 1.5933
H 0.7885 -1.7195 1.5586
H 0.2654 -0.8069 2.9838
H -0.7461 -0.8316 1.5269

Values from the calculation:
Electronic energy ... -8462.9287 eV
2S+1 ... 1
LUMO energy ... 1.2 eV
Relative energy (zero: lowest compared OMol25 entry of this formula, charge and spin) ... 137.5 kJ/mol
SMILES ... CCO[C@H]1C[C@H]1C
Gap between HOMO and LUMO ... 10.5 eV



(6)
Here is a molecular structure, C3H6FeO4 in a non-equilibrium geometry from the Open Molecules 2025 dataset. Energies are from ωB97M-V/def2-TZVPD.

Element x y z (Å)
O 0.0761 -1.1250 0.2409
C -0.7434 -0.0627 0.2782
O -1.8868 0.0115 -0.0208
O 0.0941 0.9647 0.5281
C -0.1019 2.2412 -0.0835
H -0.9503 2.2956 -0.7659
H -0.1299 2.9863 0.7112
C -0.4882 -2.4374 0.0174
H -1.1954 -2.6521 0.8238
H -0.9784 -2.4580 -0.9601
H 0.3563 -3.1283 0.0474
O 2.6142 1.2829 -0.5476
H 1.4395 2.2440 -0.6180
Fe 1.8943 -0.1626 0.3489

Values from the calculation:
Electronic energy ... -45773.0387 eV
2S+1 ... 6
LUMO energy (spin up / spin down) ... -5.1 / -6.8 eV
Relative energy (zero: lowest compared OMol25 entry of this formula, charge and spin) ... 358.5 kJ/mol
<S²> ... 8.790
Gap between HOMO and LUMO (spin up / spin down) ... 9.4 / 8.1 eV
Charge ... +1



(7)
Here is C8H6O2 in the gas phase in a non-equilibrium geometry from the Open Molecules 2025 dataset. Energies are from ωB97M-V/def2-TZVPD.

Element x y z (Å)
O -3.0244 -0.4683 0.3108
C -1.7624 -0.0757 -0.2475
C -1.4349 1.2058 -0.1643
C -0.1591 1.8602 -0.1356
C 0.8188 0.9337 -0.0162
O 2.1459 0.9994 0.0994
C 2.7790 -0.3544 0.0880
C 1.8058 -1.2069 -0.0273
C 0.5943 -0.5032 -0.2012
C -0.6744 -1.0143 -0.0688
H -3.1440 -1.3578 -0.2047
H -2.3960 1.7314 0.0711
H -0.2390 3.0164 0.3622
H 3.7937 -0.4822 0.3729
H 1.6217 -2.2582 -0.4381
H -0.7249 -2.0259 0.1993

Values from the calculation:
Electronic energy ... -12484.5863 eV
2S+1 ... 1
LUMO energy ... 0.6 eV
Relative energy (zero: lowest compared OMol25 entry of this formula, charge and spin) ... 347.5 kJ/mol
SMILES ... Oc1ccc2occc2c1
Gap between HOMO and LUMO ... 9.2 eV



(8)
Here is a molecular structure, C10H15N6O6P2S3W in a non-equilibrium geometry from the Open Molecules 2025 dataset. Energies are from ωB97M-V/def2-TZVPD.

Element x y z (Å)
W 10.3120 6.3515 6.2266
N 6.2254 6.8952 5.2076
C 6.7019 7.0648 6.6953
C 5.5905 7.4671 7.6536
P 7.9706 8.5250 6.6018
O 7.1309 9.5347 5.7612
O 8.3373 9.0653 7.9020
O 9.0631 7.9628 5.6633
P 7.7901 5.7097 7.2173
O 6.9200 4.6782 7.9451
O 8.4374 5.1690 5.9469
O 8.9029 6.2966 8.0558
H 5.3126 6.3877 5.1798
H 6.8736 6.3345 4.6504
H 6.0856 7.8496 4.8129
H 4.9054 8.1708 7.1395
H 6.0388 8.0016 8.5503
H 5.0624 6.6100 8.0344
H 7.0630 10.4012 6.1864
H 7.4386 3.9521 8.3701
S 11.6431 5.0474 7.6446
C 13.0790 4.8767 6.7905
C 14.3150 4.5347 7.4668
N 15.2826 4.3006 8.0377
C 13.1670 5.1312 5.4678
S 11.7405 5.4966 4.5253
C 14.4231 5.0619 4.8198
N 15.3645 5.0556 4.1550
C 13.5696 9.7197 3.8705
C 14.0808 9.9370 5.2842
C 13.0968 9.3032 6.2340
N 12.3399 8.3756 5.8467
N 11.4636 7.9745 6.7983
C 11.5940 8.6103 7.9280
N 10.8791 8.2661 8.9988
S 12.9396 9.7798 7.9148
H 13.9488 10.3294 3.0605
H 12.5105 9.8303 3.8617
H 13.8199 8.6575 3.5718
H 14.0907 11.0017 5.4678
H 15.1132 9.5241 5.5033
H 10.0314 7.7134 8.8720
H 11.0221 8.7833 9.8866

Values from the calculation:
Electronic energy ... -84747.7432 eV
2S+1 ... 3
LUMO energy (spin up / spin down) ... -4.1 / -3.8 eV
Relative energy (zero: lowest compared OMol25 entry of this formula, charge and spin) ... 0.0 kJ/mol
<S²> ... 2.042
Gap between HOMO and LUMO (spin up / spin down) ... 7.1 / 7.5 eV
Charge ... +1



Please write out number 1 again, unchanged.
Here is a molecular structure, C22H15N5O5Re from the Open Molecules 2025 dataset. Energies are from ωB97M-V/def2-TZVPD.

Element x y z (Å)
Re 0.0472 -0.0371 0.2989
O -4.2019 2.6342 3.6970
C -3.2797 2.0008 3.0028
C -2.7294 0.7620 3.3913
C -1.7814 0.2033 2.5777
N -1.3908 0.8169 1.4549
C -1.8995 1.9964 1.0634
C -2.8508 2.6281 1.8123
C -1.3086 2.4704 -0.2528
O -1.5849 3.5063 -0.7607
O -0.3856 1.5992 -0.7379
C -1.0520 -1.1115 2.7857
O -1.1848 -1.7871 3.7531
O -0.1626 -1.3486 1.7936
H -4.4684 2.1652 4.5009
H -3.0327 0.2511 4.2969
H -3.2688 3.5771 1.5039
N 1.6794 0.7964 1.4686
C 2.9563 0.6842 0.7509
C 4.1240 1.1861 1.2459
C 5.3157 1.0536 0.5039
C 5.3072 0.4319 -0.7121
C 4.1035 -0.0890 -1.2433
C 4.0182 -0.7160 -2.5055
C 2.8096 -1.1712 -2.9602
C 1.6796 -1.0211 -2.1541
N 1.7179 -0.4516 -0.9557
C 2.9198 0.0344 -0.4938
H 1.7242 0.2454 2.3288
H 1.5407 1.7671 1.7508
H 4.1426 1.6898 2.2052
H 6.2347 1.4540 0.9077
H 6.2183 0.3344 -1.2876
H 4.9125 -0.8255 -3.1063
H 2.7085 -1.6438 -3.9259
H 0.7166 -1.3771 -2.4942
N -4.3637 -0.1940 -4.4220
C -3.7509 -0.7235 -3.6095
C -2.9725 -1.3709 -2.5919
C -3.1009 -2.7323 -2.3244
C -2.3169 -3.2913 -1.3276
C -1.4460 -2.4876 -0.6241
N -1.3215 -1.1666 -0.8861
C -2.0698 -0.6187 -1.8590
H -3.8018 -3.3328 -2.8891
H -2.3840 -4.3423 -1.0860
H -0.8395 -2.8812 0.1805
H -1.9268 0.4325 -2.0648

Values from the calculation:
Electronic energy ... -42863.2897 eV
2S+1 ... 4
LUMO energy (spin up / spin down) ... -6.7 / -8.3 eV
Relative energy (zero: lowest compared OMol25 entry of this formula, charge and spin) ... 0.0 kJ/mol
<S²> ... 3.770
Gap between HOMO and LUMO (spin up / spin down) ... 8.5 / 7.3 eV
Charge ... +2



What did the sixth record say?
Here is a molecular structure, C3H6FeO4 in a non-equilibrium geometry from the Open Molecules 2025 dataset. Energies are from ωB97M-V/def2-TZVPD.

Element x y z (Å)
O 0.0761 -1.1250 0.2409
C -0.7434 -0.0627 0.2782
O -1.8868 0.0115 -0.0208
O 0.0941 0.9647 0.5281
C -0.1019 2.2412 -0.0835
H -0.9503 2.2956 -0.7659
H -0.1299 2.9863 0.7112
C -0.4882 -2.4374 0.0174
H -1.1954 -2.6521 0.8238
H -0.9784 -2.4580 -0.9601
H 0.3563 -3.1283 0.0474
O 2.6142 1.2829 -0.5476
H 1.4395 2.2440 -0.6180
Fe 1.8943 -0.1626 0.3489

Values from the calculation:
Electronic energy ... -45773.0387 eV
2S+1 ... 6
LUMO energy (spin up / spin down) ... -5.1 / -6.8 eV
Relative energy (zero: lowest compared OMol25 entry of this formula, charge and spin) ... 358.5 kJ/mol
<S²> ... 8.790
Gap between HOMO and LUMO (spin up / spin down) ... 9.4 / 8.1 eV
Charge ... +1



- Number 4 is which compound?
  C29H70FN3O6Si



- What is the formula in the first record?
  C22H15N5O5Re